Entry P
Below is a cluster of 2 separate species, C4H14IN3 in total, with properties calculated with the ωB97M-V functional and the def2-TZVPD basis.

## Properties
* highest occupied orbital energy (spin up / spin down): -16.55 / -16.55 eV
* gap between HOMO and LUMO (spin up / spin down): 7.382 / 7.382 eV
* charge: +2

Last column: natural (NBO) charge in e.
Atoms and positions in Å:
C (0.361, 0.694, -0.446)  -0.590
C (0.842, 1.716, 0.637)  -0.210
C (-0.085, -1.387, 1.044)  -0.443
C (-0.539, -0.392, 0.060)  0.245
N (-0.838, -1.778, -1.924)  -0.867
N (1.121, 2.906, -0.173)  -0.695
N (-0.953, -2.523, 1.228)  -0.814
I (-2.551, 0.330, 0.295)  0.387
H (1.330, 0.092, -0.692)  0.273
H (-0.098, 1.349, -1.212)  0.254
H (1.610, 1.335, 1.180)  0.243
H (0.011, 1.951, 1.303)  0.245
H (0.840, -1.957, 0.764)  0.275
H (0.223, -0.821, 2.053)  0.277
H (-0.043, -1.917, -2.523)  0.405
H (-1.234, -2.642, -1.667)  0.416
H (1.919, 3.434, 0.463)  0.490
H (0.280, 3.563, -0.200)  0.480
H (1.545, 2.764, -1.052)  0.452
H (-1.878, -2.349, 1.391)  0.385
H (-0.394, -3.162, 1.814)  0.410
H (-1.468, -1.207, -2.342)  0.382


Entry Q
Below is a cluster of 2 separate species, C4H14IN3 in total, with properties calculated with the ωB97M-V functional and the def2-TZVPD basis.

## Properties
* highest occupied orbital energy: -16.55 eV
* gap between HOMO and LUMO: 9.980 eV
* charge: +2

Last column: natural (NBO) charge in e.
Atoms and positions in Å:
C (0.200, 0.728, 0.497)  -0.530
C (-0.376, 1.556, -0.556)  -0.246
C (1.023, -1.647, 0.862)  -0.313
C (0.724, -0.547, -0.151)  0.361
N (1.065, -0.874, -1.304)  -0.637
N (-1.168, 2.767, -0.063)  -0.679
N (1.865, -2.648, 0.197)  -0.710
I (-3.606, 0.060, 0.185)  -0.131
H (-0.434, 0.426, 1.327)  0.267
H (1.166, 0.977, 0.803)  0.268
H (-1.214, 1.024, -1.069)  0.256
H (0.330, 1.955, -1.313)  0.248
H (1.379, -1.129, 1.814)  0.258
H (0.131, -2.228, 1.147)  0.260
H (1.401, -3.531, 0.268)  0.453
H (0.995, -0.109, -2.033)  0.396
H (-1.397, 3.399, -0.948)  0.494
H (-0.548, 3.238, 0.629)  0.449
H (-1.918, 2.433, 0.487)  0.442
H (2.881, -2.792, 0.602)  0.469
H (1.917, -2.145, -0.729)  0.470
H (-4.415, -0.912, -0.651)  0.158


Energy ordering: entry Q at the bottom, the next structure 197.1 kJ/mol above.


Entry P
Below is a cluster of 2 separate species, C4H5IN2O in total, with properties calculated with the ωB97M-V functional and the def2-TZVPD basis.

## Properties
* highest occupied orbital energy (spin up / spin down): -8.24 / -8.20 eV
* gap between HOMO and LUMO (spin up / spin down): 5.077 / 5.015 eV

Last column: natural (NBO) charge in e.
Atoms and positions in Å:
C (-0.071, -2.188, -0.734)  -0.079
C (-0.345, -0.922, -0.230)  -0.105
C (1.725, -1.192, -0.523)  0.499
C (0.939, 0.836, 0.739)  -0.415
N (1.248, -2.290, -1.019)  -0.496
N (0.861, -0.334, 0.027)  -0.425
O (3.028, 0.779, -2.284)  -0.905
I (4.375, -0.500, -2.128)  0.817
H (-0.898, -2.955, -1.113)  0.222
H (-1.234, -0.442, 0.172)  0.220
H (0.545, 1.820, 0.348)  0.222
H (0.264, 0.833, 1.658)  0.207
H (1.873, 1.178, 1.093)  0.238


Entry Q
Below is an isolated molecule of C4H5IN2O, with properties calculated with the ωB97M-V functional and the def2-TZVPD basis.

## Properties
* highest occupied orbital energy: -10.16 eV
* gap between HOMO and LUMO: 9.447 eV
* SMILES: C[C@@](I)(C#N)C(N)=O

Last column: natural (NBO) charge in e.
Atoms and positions in Å:
C (0.664, -0.397, 1.470)  -0.610
C (-0.437, 0.196, 0.406)  -0.245
I (-2.323, -1.068, 0.234)  0.103
C (-1.047, 1.514, 0.616)  0.226
N (-1.550, 2.549, 0.568)  -0.261
C (0.377, 0.254, -0.890)  0.648
N (0.145, -0.640, -1.916)  -0.827
O (1.272, 1.049, -0.962)  -0.572
H (0.893, -1.451, 1.371)  0.234
H (1.558, 0.220, 1.232)  0.252
H (0.403, -0.275, 2.590)  0.237
H (-0.480, -1.428, -1.885)  0.404
H (0.525, -0.522, -2.833)  0.411


Energy ordering: entry Q at the bottom, the next structure 684.2 kJ/mol above.


Entry P
Below is an isolated molecule of C6H10N2O5S, with properties calculated with the ωB97M-V functional and the def2-TZVPD basis.

## Properties
* highest occupied orbital energy: -9.75 eV
* gap between HOMO and LUMO: 9.430 eV

Last column: natural (NBO) charge in e.
Atoms and positions in Å:
C (0.492, 1.436, -0.196)  0.673
C (-1.622, 0.563, 0.589)  0.496
C (-0.887, 1.596, 0.081)  -0.482
C (0.074, -0.915, -0.024)  0.550
C (-3.041, 0.830, 0.942)  -0.693
C (-0.247, -1.365, -1.479)  -0.645
N (0.966, 0.187, -0.076)  -0.695
N (0.680, -2.045, 0.601)  -0.825
O (2.941, -1.379, -0.694)  -0.915
O (1.267, 2.456, -0.415)  -0.608
O (-1.112, -0.628, 0.751)  -0.441
O (3.232, 1.090, -0.348)  -0.938
O (2.727, -0.338, 1.504)  -0.953
S (2.683, -0.188, 0.073)  2.522
H (-1.098, 2.649, -0.082)  0.254
H (-3.138, 1.620, 1.596)  0.249
H (-3.474, 0.049, 1.488)  0.240
H (-3.690, 1.296, 0.233)  0.258
H (-1.274, -1.918, -1.350)  0.226
H (0.506, -1.892, -1.977)  0.244
H (-0.444, -0.394, -2.059)  0.211
H (1.542, -1.741, 0.970)  0.391
H (0.708, -2.905, 0.096)  0.385
H (2.210, 1.933, -0.224)  0.496


Entry Q
Below is an isolated molecule of C6H10N2O5S, with properties calculated with the ωB97M-V functional and the def2-TZVPD basis.

## Properties
* highest occupied orbital energy: -7.84 eV
* gap between HOMO and LUMO: 8.283 eV
* SMILES: CN1C=CO[C@@]1(N=[S@](C)(=O)O)C(=O)O

Last column: natural (NBO) charge in e.
Atoms and positions in Å:
C (1.820, -1.382, -0.389)  -0.402
N (0.352, -1.773, -0.340)  -0.455
C (-0.311, -2.516, -1.294)  -0.089
C (-1.517, -2.048, -1.711)  0.030
O (-1.867, -0.895, -0.948)  -0.565
C (-0.466, -0.572, -0.102)  0.447
N (0.145, 0.608, -0.572)  -0.948
S (-0.229, 1.887, 0.219)  2.245
C (0.832, 2.818, 1.361)  -0.855
O (-1.555, 2.014, 0.682)  -0.918
O (-0.044, 3.027, -0.911)  -0.909
C (-0.734, -0.574, 1.416)  0.763
O (-0.088, 0.087, 2.152)  -0.597
O (-1.716, -1.336, 1.791)  -0.639
H (2.430, -2.081, -0.817)  0.203
H (1.954, -0.463, -0.968)  0.220
H (2.028, -1.255, 0.652)  0.209
H (0.143, -3.418, -1.597)  0.211
H (-2.102, -2.406, -2.479)  0.207
H (0.395, 2.933, 2.383)  0.272
H (1.763, 2.373, 1.592)  0.248
H (1.053, 3.843, 0.817)  0.273
H (-0.059, 2.666, -1.869)  0.528
H (-2.227, -1.536, 0.932)  0.520


Energy ordering: entry P at the bottom, the next structure 227.8 kJ/mol above.